<A>
{"formula": "C26H35N2", "method": "wB97M-V/def2-TZVPD", "mol_weight_g_mol": 375.6, "spin_multiplicity": 1, "lumo_energy_ev": -5.0, "charge": 1, "homo_ev": -10.6, "elements": ["C", "N", "C", "C", "C", "C", "C", "H", "H", "H", "H", "H", "H", "H", "H", "H", "H", "H", "H", "H", "C", "C", "C", "C", "C", "N", "C", "C", "C", "C", "C", "C", "C", "C", "C", "C", "C", "C", "C", "C", "C", "H", "H", "H", "H", "H", "H", "H", "H", "H", "H", "H", "H", "H", "H", "H", "H", "H", "H", "H", "H", "H", "H"], "xyz": [[0.537, -0.254, 3.103], [-0.848, -0.200, 2.694], [-1.527, -1.424, 3.123], [-3.047, -1.385, 3.009], [-3.669, -0.115, 3.591], [-2.973, 1.118, 3.019], [-1.446, 1.067, 3.104], [1.048, 0.698, 2.921], [0.648, -0.481, 4.184], [1.050, -1.034, 2.525], [-1.131, -2.248, 2.505], [-1.238, -1.658, 4.169], [-3.313, -1.450, 1.948], [-3.447, -2.275, 3.507], [-4.724, -0.081, 3.312], [-3.627, -0.121, 4.686], [-3.242, 1.211, 1.960], [-3.306, 2.029, 3.529], [-1.119, 1.321, 4.135], [-1.020, 1.849, 2.450], [0.217, 0.845, -4.652], [-0.633, 1.719, -3.726], [-0.712, 3.140, -4.290], [-2.020, 1.108, -3.613], [0.030, 1.761, -2.345], [0.661, 2.891, -1.962], [1.428, 2.687, -0.823], [1.290, 1.339, -0.459], [1.996, 0.892, 0.653], [2.665, 1.819, 1.463], [2.711, 3.182, 1.122], [2.118, 3.624, -0.067], [0.308, 0.732, -1.367], [-0.296, -0.518, -1.121], [0.471, -1.703, -0.930], [1.897, -1.678, -0.927], [2.661, -2.769, -0.537], [2.039, -3.975, -0.180], [2.872, -5.104, 0.357], [0.652, -4.095, -0.394], [-0.119, -2.986, -0.730], [0.311, -0.174, -4.253], [-0.251, 0.783, -5.643], [1.220, 1.270, -4.782], [-1.250, 3.820, -3.619], [0.284, 3.546, -4.499], [-1.248, 3.133, -5.245], [-2.619, 1.608, -2.845], [-2.546, 1.197, -4.572], [-1.964, 0.044, -3.366], [0.613, 3.807, -2.404], [2.046, -0.170, 0.877], [3.159, 1.468, 2.373], [3.203, 3.887, 1.796], [2.151, 4.663, -0.387], [-1.385, -0.590, -1.084], [2.398, -0.745, -1.174], [3.752, -2.667, -0.485], [2.251, -5.984, 0.548], [3.670, -5.356, -0.358], [3.365, -4.859, 1.310], [0.194, -5.084, -0.269], [-1.198, -3.075, -0.860]], "nbo_charge": [-0.407, -0.461, -0.214, -0.406, -0.401, -0.407, -0.214, 0.208, 0.173, 0.183, 0.191, 0.164, 0.189, 0.221, 0.216, 0.205, 0.191, 0.221, 0.164, 0.195, -0.597, -0.093, -0.622, -0.606, 0.373, -0.489, 0.108, -0.001, -0.213, -0.205, -0.194, -0.222, -0.252, 0.106, -0.104, -0.129, -0.235, 0.113, -0.655, -0.246, -0.104, 0.216, 0.230, 0.219, 0.217, 0.213, 0.241, 0.220, 0.234, 0.210, 0.442, 0.226, 0.230, 0.235, 0.230, 0.232, 0.236, 0.236, 0.231, 0.246, 0.248, 0.238, 0.226]}

<B>
{"formula": "C26H35N2", "method": "wB97M-V/def2-TZVPD", "mol_weight_g_mol": 375.6, "spin_multiplicity": 1, "lumo_energy_ev": -4.0, "charge": 1, "homo_ev": -11.0, "elements": ["C", "C", "C", "C", "C", "C", "C", "C", "C", "C", "C", "C", "C", "C", "C", "C", "C", "C", "C", "C", "C", "C", "H", "H", "H", "H", "H", "H", "H", "H", "H", "H", "H", "H", "H", "H", "H", "H", "H", "H", "H", "H", "H", "H", "H", "H", "H", "H", "H", "H", "H", "C", "C", "C", "N", "C", "N", "H", "H", "H", "H", "H", "H"], "xyz": [[-0.195, -4.754, 4.706], [0.065, -3.403, 4.112], [-0.636, -2.272, 4.546], [-0.349, -0.994, 4.068], [-1.127, 0.137, 4.681], [0.652, -0.854, 3.081], [0.953, 0.485, 2.419], [1.774, 1.393, 3.356], [-0.300, 1.169, 1.858], [-1.260, 0.246, 1.181], [-2.586, 0.629, 0.804], [-3.419, -0.315, 0.114], [-2.970, -1.704, -0.211], [-4.679, 0.053, -0.351], [-5.223, 1.320, -0.115], [-6.630, 1.613, -0.517], [-4.452, 2.249, 0.592], [-3.180, 1.933, 1.071], [-2.519, 2.996, 1.886], [1.434, -1.970, 2.710], [2.680, -1.820, 1.880], [1.096, -3.233, 3.190], [0.357, -5.499, 4.121], [0.160, -4.787, 5.747], [-1.263, -5.005, 4.712], [-1.413, -2.386, 5.305], [-0.464, 0.945, 5.020], [-1.905, 0.524, 4.003], [-1.667, -0.243, 5.568], [1.588, 0.290, 1.550], [2.748, 0.923, 3.552], [1.974, 2.361, 2.874], [1.269, 1.550, 4.322], [-0.801, 1.680, 2.700], [-0.013, 1.949, 1.123], [-1.112, -0.854, 1.420], [-3.860, -2.250, -0.570], [-2.206, -1.680, -0.995], [-2.567, -2.239, 0.662], [-5.259, -0.691, -0.901], [-7.001, 2.502, 0.004], [-6.683, 1.800, -1.594], [-7.298, 0.769, -0.303], [-4.856, 3.241, 0.812], [-3.116, 3.913, 1.836], [-2.451, 2.732, 2.952], [-1.515, 3.266, 1.541], [3.013, -2.810, 1.560], [2.537, -1.230, 0.965], [3.509, -1.381, 2.456], [1.668, -4.107, 2.857], [1.050, 0.282, -4.286], [0.560, -0.035, -2.934], [-0.034, 0.712, -1.935], [-0.118, -0.030, -0.770], [0.381, -1.226, -1.065], [0.786, -1.273, -2.373], [0.788, 1.312, -4.530], [2.145, 0.198, -4.348], [0.626, -0.360, -5.071], [-0.424, 1.707, -2.034], [0.470, -2.096, -0.427], [1.143, -2.100, -2.856]], "nbo_charge": [-0.634, 0.017, -0.210, -0.010, -0.639, -0.053, -0.239, -0.597, -0.527, 0.237, -0.171, 0.115, -0.652, -0.248, 0.112, -0.650, -0.247, 0.102, -0.652, 0.002, -0.642, -0.227, 0.218, 0.231, 0.224, 0.211, 0.221, 0.203, 0.234, 0.220, 0.225, 0.212, 0.207, 0.271, 0.253, 0.240, 0.234, 0.233, 0.228, 0.221, 0.230, 0.244, 0.240, 0.225, 0.233, 0.232, 0.229, 0.222, 0.207, 0.233, 0.212, -0.658, 0.143, -0.103, -0.436, 0.179, -0.508, 0.244, 0.238, 0.235, 0.226, 0.224, 0.437]}

The energy of each structure relative to the most stable one, in kcal/mol, is as follows: <A> 14.2; <B> 0.0.

<A>
{"formula": "C4H6S2", "method": "wB97M-V/def2-TZVPD", "mol_weight_g_mol": 118.2, "spin_multiplicity": 1, "lumo_energy_ev": 0.6, "homo_ev": -8.5, "elements": ["C", "C", "S", "C", "S", "C", "H", "H", "H", "H", "H", "H"], "xyz": [[0.686, 0.655, -0.493], [0.554, -0.684, 0.139], [-0.233, -2.028, -0.843], [-1.581, -1.870, 0.405], [-0.897, -2.019, 2.063], [-0.590, -0.493, 1.169], [1.411, 0.687, -1.267], [0.836, 1.420, 0.230], [-0.287, 0.787, -0.979], [1.339, -1.122, 0.663], [-2.711, -1.960, 0.216], [-1.018, 0.479, 1.436]], "nbo_charge": [-0.617, -0.351, 0.201, -0.499, 0.213, -0.316, 0.219, 0.213, 0.220, 0.220, 0.258, 0.240]}

<B>
{"formula": "C4H6S2", "method": "wB97M-V/def2-TZVPD", "mol_weight_g_mol": 118.2, "spin_multiplicity": 1, "lumo_energy_ev": -0.3, "homo_ev": -8.4, "elements": ["C", "C", "C", "C", "S", "S", "H", "H", "H", "H", "H", "H"], "xyz": [[-0.338, -0.420, -0.737], [-1.316, -0.916, -1.445], [0.764, -0.075, 0.151], [0.567, 0.358, 1.517], [1.276, -1.854, -0.045], [1.926, 1.119, -0.757], [-1.261, -1.913, -1.977], [-1.974, -0.207, -1.815], [1.531, 0.754, 1.932], [-0.050, -0.445, 2.043], [0.018, 1.301, 1.309], [3.212, 0.932, -0.181]], "nbo_charge": [0.179, -0.436, -0.297, -0.649, -0.098, -0.060, 0.265, 0.229, 0.246, 0.245, 0.219, 0.157]}

<C>
{"formula": "C4H6S2", "method": "wB97M-V/def2-TZVPD", "mol_weight_g_mol": 118.2, "spin_multiplicity": 1, "lumo_energy_ev": [-0.6, -0.3], "homo_ev": [-7.6, -7.2], "elements": ["C", "C", "C", "C", "S", "S", "H", "H", "H", "H", "H", "H"], "xyz": [[-1.534, 3.862, -2.246], [-1.150, 0.724, 0.206], [0.288, -1.365, 0.818], [0.147, 0.155, 0.436], [-1.272, 5.363, -1.704], [-1.915, 1.889, -0.612], [-1.439, 3.519, -3.199], [0.575, -1.429, 1.854], [0.993, -1.815, 0.220], [-0.707, -1.765, 0.642], [0.432, 0.811, 1.203], [0.751, 0.215, -0.455]], "nbo_charge": [-0.361, -0.092, -0.581, -0.561, 0.096, 0.227, 0.148, 0.213, 0.209, 0.218, 0.260, 0.222]}

The energy of each structure relative to the most stable one, in kcal/mol, is as follows: <A> 0.0; <B> 26.0; <C> 65.8.

<A>
{"formula": "C7H6FN5", "method": "wB97M-V/def2-TZVPD", "mol_weight_g_mol": 179.2, "s2": 2.01, "spin_multiplicity": 3, "lumo_energy_ev": [-9.4, -12.7], "charge": 2, "homo_ev": [-14.6, -18.5], "elements": ["C", "C", "C", "C", "C", "C", "C", "N", "N", "N", "N", "N", "F", "H", "H", "H", "H", "H", "H"], "xyz": [[1.309, 1.962, -0.282], [0.662, -0.421, -2.078], [-1.051, -1.778, -0.934], [1.175, 2.495, 2.017], [1.679, 2.866, 0.806], [-0.184, 0.482, 1.435], [-1.758, -2.993, -1.365], [-0.040, -1.289, -1.755], [-1.244, -1.392, 0.266], [0.772, 1.008, -0.685], [-0.699, -0.415, 0.879], [0.276, 1.435, 2.202], [2.421, 3.853, 0.518], [1.375, -0.121, -2.747], [1.380, 2.934, 3.038], [-2.223, -3.061, -2.386], [-0.970, -3.850, -1.207], [-2.604, -3.247, -0.771], [-0.275, 1.532, 3.050]], "lowdin_spin": [0.056, 0.219, 0.244, 0.195, 0.287, 0.109, 0.042, 0.071, 0.105, 0.157, 0.138, 0.210, 0.114, 0.014, 0.002, 0.009, 0.027, 0.001, 0.002]}

<B>
{"formula": "C7H6FN5", "method": "wB97M-V/def2-TZVPD", "mol_weight_g_mol": 179.2, "s2": 2.02, "spin_multiplicity": 3, "lumo_energy_ev": [-10.2, -12.8], "charge": 2, "homo_ev": [-18.5, -19.0], "elements": ["C", "C", "C", "C", "C", "C", "C", "N", "N", "N", "N", "N", "F", "H", "H", "H", "H", "H", "H"], "xyz": [[-0.239, -0.533, 0.153], [2.792, -0.021, -1.187], [1.277, 1.435, -0.554], [-2.355, -1.439, 1.089], [-1.575, -0.373, 0.591], [-0.568, -2.776, 0.606], [0.523, 2.655, -0.365], [2.518, 1.274, -0.930], [0.701, 0.119, -0.480], [0.196, -1.848, 0.305], [1.725, -0.720, -0.850], [-1.834, -2.725, 1.024], [-2.169, 0.805, 0.458], [3.592, -0.316, -1.730], [-3.348, -1.161, 1.490], [1.089, 3.471, -0.002], [0.331, 3.137, -1.386], [-0.411, 2.576, 0.336], [-2.243, -3.559, 1.434]], "lowdin_spin": [0.048, 0.037, 0.033, 0.020, -0.004, 0.665, 0.006, 0.343, 0.027, 0.258, 0.444, 0.104, 0.001, -0.001, 0.004, 0.003, 0.001, 0.000, 0.010]}

The energy of each structure relative to the most stable one, in kcal/mol, is as follows: <A> 70.6; <B> 0.0.